(1)
Formula: C12H16O2
Source: OMol25
Level of theory: ωB97M-V/def2-TZVPD

```
30
Properties=species:S:1:pos:R:3
C -2.72641 -2.06225 0.20212
C -1.43363 -1.73562 -0.50088
C 0.31731 -0.15031 -0.27547
C 0.32806 1.07553 -0.96962
C -0.94011 1.90993 -1.06818
C -1.22143 2.76670 0.13676
C -0.40833 2.96339 1.17252
C 1.54319 1.53415 -1.48230
C 2.71294 0.79537 -1.29755
C 2.68110 -0.41231 -0.61634
C 1.49378 -0.90309 -0.09962
C 1.23477 -2.09799 1.92262
H -3.21625 -2.89162 -0.35219
H -2.56909 -2.32801 1.24795
H -3.39109 -1.17536 0.17324
H -1.58159 -1.47355 -1.54306
H -0.73350 -2.58301 -0.41490
H -0.90007 2.52915 -1.94637
H -1.79621 1.21486 -1.20974
H -2.22754 3.25137 0.18727
H -0.62585 3.61300 2.01725
H 0.56302 2.49063 1.16801
H 1.59226 2.53707 -1.94740
H 3.67779 1.19934 -1.62794
H 3.55760 -1.04868 -0.49232
H 1.94752 -1.42695 2.43340
H 1.33729 -3.12329 2.29371
H 0.20520 -1.72764 2.17004
O -0.87526 -0.60956 0.20615
O 1.45452 -2.13121 0.51286
```

Summary:
Kohn-Sham gap ... 9.67 eV
HOMO ... -8.715 eV
SMILES ... C=CCc1cccc(OC)c1OCC
Max |F| ... 0.0261 Eh/bohr
LUMO ... 0.96 eV

---

(2)
Formula: C32H53NP2Rh
Source: OMol25
Level of theory: ωB97M-V/def2-TZVPD

```
89
Properties=species:S:1:pos:R:3
Rh 0.35862 -0.51451 1.72624
C -1.35406 -1.17044 2.61880
C -0.87392 -2.13897 1.66176
C 0.76449 -1.85819 3.26279
C -0.35254 -1.05500 3.62987
C 0.44456 -2.54338 2.05607
C -2.69138 -0.48559 2.63833
H -3.07956 -0.34023 1.62676
H -2.59842 0.49669 3.11157
H -3.42492 -1.06824 3.20551
C -0.46821 -0.30532 4.92279
H -1.48885 -0.35416 5.31482
H -0.22006 0.75235 4.77068
H 0.22891 -0.70284 5.66951
C 1.98043 -2.06538 4.11845
H 1.70440 -2.50970 5.08371
H 2.46751 -1.10505 4.31140
H 2.71428 -2.72087 3.64124
C 1.32070 -3.56883 1.39234
H 1.40737 -4.47728 2.00538
H 2.32829 -3.15055 1.26000
H 0.91044 -3.84185 0.41288
C -1.69820 -2.80674 0.59941
H -1.63313 -3.89892 0.66154
H -1.37597 -2.53144 -0.41064
H -2.74191 -2.51353 0.72146
C -2.06702 0.98870 -2.39348
C -3.10673 0.19731 -1.80736
C -3.56106 -1.10991 -2.25293
C -2.57855 -1.63077 -3.34927
C -1.29477 -2.03415 -2.82709
C -0.05594 -1.32069 -2.52190
C -0.05837 -0.25820 -1.34556
C -0.81771 1.06138 -1.49448
H -4.58375 -1.06973 -2.65304
H -2.53780 -0.90821 -4.18564
H -3.57117 -1.85691 -1.43594
H -0.11809 1.81553 -1.84843
H -2.46549 2.00160 -2.67827
H -3.60549 0.60321 -0.93389
H -1.16934 1.36286 -0.49584
H -0.49634 -0.78664 -0.48348
H 0.57480 -2.14739 -2.10753
H 0.98992 -0.03555 -1.06990
H -3.00445 -2.54814 -3.76501
H -1.15304 -3.11379 -2.79221
P -0.98210 1.14260 -4.21446
C -0.96971 2.94384 -4.53705
C -1.68892 0.49605 -5.78803
P 1.17254 -0.94943 -3.78619
C 0.81281 0.72982 -4.34302
C 0.82751 -2.09877 -5.13600
C 2.90736 -1.02201 -3.43453
H -0.05472 3.41352 -4.14116
H -1.86309 3.37731 -4.06897
H -1.03627 3.09340 -5.62117
H -1.42315 1.19402 -6.59831
H -2.78300 0.48938 -5.69497
H -1.29140 -0.49230 -6.05542
H 3.37985 -0.67946 -4.36626
H 3.18494 -2.06186 -3.21855
H 3.15662 -0.35215 -2.60275
H 1.42103 1.46964 -3.78317
H 1.09778 0.75002 -5.41922
H 1.50710 -2.95556 -5.01164
H 1.04476 -1.58959 -6.08521
H -0.21307 -2.45614 -5.11277
C -1.38946 3.19569 4.02644
N -0.03432 2.66480 3.91330
C 0.85059 3.17332 4.94952
C 0.47987 2.66947 2.55440
C 1.86292 2.08398 2.42396
C 3.00350 2.86129 2.67569
C 4.26160 2.28154 2.63739
C 4.42176 0.92904 2.34050
C 3.29689 0.15481 2.01673
C 2.05617 0.75974 2.05656
H -1.43120 4.27663 3.78515
H -1.72209 3.04548 5.06336
H -2.06284 2.65453 3.34411
H 0.31780 3.10182 5.90448
H 1.76079 2.56857 5.01652
H 1.12762 4.22705 4.78315
H -0.24204 2.08860 1.95209
H 0.46142 3.70229 2.16752
H 2.90732 3.92048 2.90096
H 5.14826 2.88682 2.86457
H 5.41534 0.48008 2.33643
H 3.35473 -0.90088 1.73462
```

Summary:
Spin multiplicity ... 5
Kohn-Sham gap (alpha / beta) ... 2.35 / 3.98 eV
HOMO (alpha / beta) ... -6.191 / -8.191 eV
<S²> ... 6.02
Max |F| ... 0.1104 Eh/bohr
LUMO (alpha / beta) ... -3.85 / -4.21 eV
Charge ... +1

---

(3)
Formula: CH5OP
Source: OMol25
Level of theory: ωB97M-V/def2-TZVPD

```
8
Properties=species:S:1:pos:R:3
C -0.12021 0.80836 0.20729
O -1.04925 1.32300 -0.68190
P 1.25309 -0.07460 -0.65749
H 0.10790 1.62123 0.80728
H -1.17908 -0.32527 0.97956
H -1.15285 0.62084 -1.31012
H 1.87566 -1.01157 0.27564
H 0.24547 -1.04826 -1.24806
```

Summary:
Kohn-Sham gap ... 9.17 eV
HOMO ... -8.817 eV
Max |F| ... 0.0992 Eh/bohr
LUMO ... 0.36 eV

---

(4)
Formula: C5H7NS
Source: OMol25
Level of theory: ωB97M-V/def2-TZVPD

```
14
Properties=species:S:1:pos:R:3
C 3.60979 -0.57185 -0.30094
C 3.50329 -1.69282 0.34003
C 1.80114 0.91525 0.56192
C -4.57940 0.00346 0.02368
C -3.56886 0.69528 -0.69048
N -5.51328 -0.43494 0.53542
S 1.65198 2.32949 -0.04936
H 2.64545 -2.03986 0.83404
H 4.53410 -2.34370 0.48218
H 1.66562 0.45284 1.49508
H -2.67926 0.75154 -0.15307
H -3.66573 0.22838 -1.76163
H -3.79497 1.69555 -0.66054
H 4.39013 0.01136 -0.65632
```

Summary:
Kohn-Sham gap (alpha / beta) ... 7.14 / 7.77 eV
HOMO (alpha / beta) ... -7.851 / -8.191 eV
Max |F| ... 0.0844 Eh/bohr
LUMO (alpha / beta) ... -0.71 / -0.42 eV

---

(5)
Formula: C4H5NO2
Source: OMol25
Level of theory: ωB97M-V/def2-TZVPD

```
12
Properties=species:S:1:pos:R:3
N 2.55635 -1.02869 0.53552
C 1.37596 -0.40066 0.38869
C 0.32317 0.17733 0.23323
C -0.91298 0.85634 -0.15499
O -1.88190 0.94744 0.87565
C -1.52810 0.07541 -1.32177
O -1.29613 0.30238 -2.47894
H 2.52140 -2.02524 0.69570
H 3.25773 -0.55123 1.08335
H -0.67750 1.86305 -0.52293
H -1.52215 0.51595 1.65883
H -2.21588 -0.73207 -0.99232
```

Summary:
Kohn-Sham gap ... 9.74 eV
HOMO ... -9.160 eV
SMILES ... NC#C[C@H](O)C=O
Max |F| ... 0.0122 Eh/bohr
LUMO ... 0.58 eV

---

(6)
Formula: C10H13O2S
Source: OMol25
Level of theory: ωB97M-V/def2-TZVPD

```
26
Properties=species:S:1:pos:R:3
C 4.23053 -0.55516 0.13765
C 3.21622 -1.42522 -0.23732
C 3.96973 0.80110 0.26344
C 1.96242 -0.89442 -0.37133
C 2.69539 1.31710 -0.02830
C 1.65219 0.43626 -0.24705
C 0.26186 0.96523 -0.42384
C -2.45680 0.76022 1.39489
C -2.60407 -1.73494 -0.28617
C -3.63543 0.60522 -1.10234
O -0.19437 2.04398 -0.67482
O -0.63055 -0.04458 -0.17220
S -2.34998 0.02271 -0.22314
H 5.31187 -0.87657 0.43092
H 3.14590 -2.45017 -0.05381
H 4.72894 1.52486 0.58548
H 1.02771 -1.51986 -0.65091
H 2.58880 2.34840 0.00281
H -1.77763 0.28262 2.11570
H -3.43339 0.56792 1.88728
H -2.22938 1.74476 1.22854
H -1.90435 -2.15147 0.41626
H -2.42020 -2.14206 -1.22095
H -3.60650 -1.86340 0.15377
H -4.00698 1.62488 -0.75089
H -3.54194 0.61257 -2.17366
```

Summary:
Kohn-Sham gap ... 8.15 eV
HOMO ... -12.555 eV
Max |F| ... 0.0798 Eh/bohr
LUMO ... -4.41 eV
Charge ... +1